Entry from the Open Molecules 2025 dataset: 2 unconnected molecules or ions with the total composition C2H2O3 in a non-equilibrium geometry (the ωB97M-V functional and the def2-TZVPD basis).

Results
Energy, eV: -8242.295
2S+1: 1
Net charge: 0
LUMO energy, eV: -0.15

Structure (XYZ):
```
7
C2H2O3, DFT the ωB97M-V functional and the def2-TZVPD basis
C -1.452 0.352 -0.149
C 1.691 -0.864 -0.270
O -1.497 0.642 1.004
O 1.484 0.159 0.421
O 2.714 -0.653 0.533
H -1.844 -0.663 -0.525
H -1.095 1.028 -1.013
```